# 1
# C4H6N4

One molecule with the formula C4H6N4 in a non-equilibrium geometry (ωB97M-V with the def2-TZVPD basis set, the Open Molecules 2025 dataset).

## Properties
SMILES string ... [H]/N=C(\C#N)N(C)N=C
Total energy ... -10200.747 eV
Kohn-Sham gap ... 10.02 eV
2S+1 ... 1
Highest occupied orbital energy ... -9.7 eV

Each line ends with the Mulliken charge.
Geometry (Å):
H 0.9538 1.3577 -2.4787  0.290
N 0.4128 1.2863 -1.6235  -0.515
C 0.6160 0.4733 -0.7041  0.376
C 2.1199 0.8566 0.2249  0.134
N 3.1018 1.1473 0.7674  -0.454
N -0.0249 -0.1483 0.2787  0.122
C 0.4760 -1.2842 1.0683  -0.819
N -1.4702 -0.6012 -0.3326  -0.450
C -2.3581 0.3064 -0.3344  -0.210
H 0.3746 -1.0017 2.1159  0.296
H -0.1446 -2.1589 0.8616  0.358
H 1.5051 -1.5954 0.8781  0.342
H -2.1810 1.3749 -0.1410  0.261
H -3.3812 -0.0127 -0.5805  0.271

---

# 2
# C3H8N5

An isolated ion of composition C3H8N5 and charge +1 in a non-equilibrium geometry (ωB97M-V with the def2-TZVPD basis set, the Open Molecules 2025 dataset).

## Properties
Net charge ... +1
Total energy ... -10678.612 eV
Kohn-Sham gap ... 9.82 eV
2S+1 ... 1
Highest occupied orbital energy ... -15.8 eV

Each line ends with the Mulliken charge.
Geometry (Å):
C 0.2079 1.7622 0.4301  -1.396
C 1.3073 -0.5405 1.0039  -1.374
C 0.0150 0.2684 0.7010  0.676
N -1.7446 -0.4681 -2.4188  0.323
N -1.4650 -1.6152 -1.9768  -0.571
N -1.4994 0.5366 -1.9845  0.045
N -0.7432 -1.4148 -0.8451  0.490
N -0.6548 -0.2974 -0.3960  -0.017
H 0.9468 1.8575 -0.2935  0.414
H 0.5718 2.2110 1.3516  0.410
H -0.6962 2.3538 0.1987  0.367
H 2.0612 -0.3178 0.3080  0.384
H 1.1072 -1.6128 0.8153  0.388
H 1.7421 -0.5458 1.9471  0.393
H -0.6432 0.0406 1.5390  0.236
H -0.5129 -2.2178 -0.3801  0.233

---

# 3
# C35H26N3O6PbSSi

C35H26N3O6PbSSi as an isolated structure (ωB97M-V with the def2-TZVPD basis set, the Open Molecules 2025 dataset).

## Properties
Net charge ... +1
Total energy ... -77424.053 eV
Kohn-Sham gap ... 6.98 eV
2S+1 ... 1
Highest occupied orbital energy ... -11.0 eV

Each line ends with the Mulliken charge.
Geometry (Å):
Pb -0.1306 0.8543 -0.2433  1.084
C -0.6663 -1.5052 -2.4427  -1.688
C -0.9270 -2.1064 -1.0946  1.099
C -1.2927 -3.4553 -0.9606  -0.997
C -1.5172 -3.9634 0.2865  -0.886
C -1.3953 -3.1465 1.4281  0.934
C -1.6108 -3.6453 2.7321  -0.837
C -1.4655 -2.8143 3.8016  -0.937
C -1.1074 -1.4669 3.6107  -0.527
C -0.8972 -0.9358 2.3600  0.801
S -0.4896 0.7809 2.2375  -0.486
C -1.0368 -1.7950 1.2363  -0.355
N -0.8116 -1.3239 -0.0324  0.405
H -0.6904 -2.2633 -3.2217  0.576
H 0.3168 -1.0276 -2.4769  0.296
H -1.4359 -0.7612 -2.6741  0.136
H -1.3793 -4.0705 -1.8444  0.545
H -1.7855 -5.0047 0.4168  0.460
H -1.8715 -4.6876 2.8569  0.422
H -1.6103 -3.1830 4.8077  0.426
H -0.9927 -0.8253 4.4756  0.524
C -1.1862 5.3734 2.4288  -0.496
C -0.0582 5.0767 1.6709  -0.825
C -0.1908 4.3550 0.4990  -0.099
C -1.4525 3.9079 0.0784  0.593
C -2.5761 4.2153 0.8517  -0.506
C -2.4417 4.9505 2.0198  -0.731
Si -1.6035 2.9101 -1.4499  -0.120
C -0.6278 3.3955 -2.9139  0.549
C -0.3791 2.4866 -3.9517  0.217
C 0.3771 2.8608 -5.0459  -0.871
C 0.8889 4.1519 -5.1219  -0.450
C 0.6468 5.0660 -4.1082  -0.728
C -0.1052 4.6899 -3.0055  -0.410
C -3.0858 1.8455 -1.6700  0.688
C -3.6375 1.1701 -0.5704  -0.143
C -4.7282 0.3352 -0.7362  -0.823
C -5.2904 0.1738 -1.9980  -0.556
C -4.7654 0.8449 -3.0923  -0.683
C -3.6662 1.6765 -2.9310  -0.433
H -1.0820 5.9396 3.3450  0.421
H 0.9177 5.4091 1.9979  0.462
H 0.6959 4.1310 -0.0885  0.530
H -3.5596 3.8775 0.5461  0.444
H -3.3139 5.1882 2.6134  0.444
H -0.7707 1.4759 -3.8977  0.281
H 0.5762 2.1537 -5.8397  0.436
H 1.4828 4.4432 -5.9781  0.401
H 1.0470 6.0684 -4.1739  0.426
H -0.2854 5.4096 -2.2155  0.426
H -3.2076 1.2891 0.4211  0.466
H -5.1464 -0.1870 0.1142  0.472
H -6.1478 -0.4742 -2.1252  0.420
H -5.2129 0.7229 -4.0695  0.451
H -3.2607 2.1958 -3.7916  0.454
O 3.6679 1.4515 -0.0416  -0.622
C 2.9334 0.5437 0.2479  0.081
O 1.8573 0.1932 -0.4467  -0.511
C 3.1269 -0.2941 1.4833  0.215
C 3.9701 0.1572 2.4918  -0.754
C 4.0843 -0.5979 3.6431  -0.127
C 3.4134 -1.7920 3.8353  -0.632
C 2.6115 -2.2139 2.7936  -0.104
C 2.4494 -1.4934 1.6286  -0.127
N 1.8755 -3.4877 2.9290  1.196
O 1.8123 -3.9862 4.0298  -0.624
O 1.3970 -3.9626 1.9163  -0.617
N 4.9583 -0.1058 4.7338  1.042
O 5.4673 0.9828 4.5851  -0.602
O 5.0872 -0.8222 5.7021  -0.604
H 4.5122 1.0847 2.3789  0.633
H 3.5167 -2.3628 4.7450  0.631
H 1.8100 -1.8747 0.8475  0.825

---

Among the records above, which one has the highest highest occupied orbital energy? C4H6N4